Entry 1:
The following is a quantum chemistry calculation of 2 unconnected molecules or ions with the total composition C4H8N4OS, from the Open Molecules 2025 dataset.

Calculated total energy: -849.526767 Ha
Multiplicity: 1
Orbital gap: 8.34 eV
Molar mass: 160.2 g/mol
Strongest force on any atom: 0.125 hartree/bohr

Positions of all 18 atoms, in Å:
1 C -1.433 -0.251 -0.382
2 C -0.203 -0.670 -1.209
3 C -0.730 0.444 0.752
4 C 0.881 -0.831 -0.209
5 N 2.070 1.980 -0.927
6 N 2.979 1.611 -0.375
7 N 0.585 -0.171 0.847
8 N 3.873 1.420 0.364
9 O 3.211 -1.407 0.845
10 S 2.410 -1.545 -0.401
11 H -1.994 0.290 -0.982
12 H -1.909 -1.186 -0.034
13 H -0.301 -1.554 -1.736
14 H -0.122 0.217 -1.872
15 H -0.630 1.491 0.416
16 H -1.042 0.285 1.751
17 H 1.126 -0.374 1.687
18 H 4.732 0.895 0.504

Forces on the atoms, in the same order (eV/Å):
C 3.078 -4.825 2.927
C -0.161 1.869 -0.116
C 0.603 1.122 0.249
C 2.641 -0.860 -2.206
N -0.567 -0.127 -0.630
N -0.181 0.196 -0.711
N -0.098 0.376 1.712
N 1.644 0.618 2.457
O 0.200 0.312 1.129
S -1.594 -0.516 -1.467
H -3.124 2.709 -2.202
H -0.278 0.603 -0.101
H -0.480 -1.560 -1.462
H 1.073 -0.736 0.000
H 0.085 -0.052 0.874
H -1.637 0.673 0.762
H -0.231 0.588 -0.060
H -0.974 -0.391 -1.157

***

Entry 2:
The following is a quantum chemistry calculation of a molecular structure, C27H25N3O6PdS, from the Open Molecules 2025 dataset.

Calculated total energy: -2185.458785 Ha
Multiplicity: 3
<S²>: 2.08
Orbital gap (spin up / spin down): 7.60 / 5.43 eV
Molar mass: 626.0 g/mol
Strongest force on any atom: 0.082 hartree/bohr

Positions of all 63 atoms, in Å:
1 Pd 16.048 -5.218 10.915
2 C 14.665 -8.867 14.020
3 O 15.995 -8.362 14.128
4 C 16.118 -7.006 14.426
5 C 17.112 -6.721 15.418
6 C 17.182 -5.432 15.845
7 C 16.253 -4.465 15.392
8 C 15.368 -4.752 14.415
9 C 15.388 -6.002 13.749
10 N 17.743 -5.352 11.853
11 N 18.760 -5.435 11.244
12 C 19.239 -5.025 10.087
13 C 18.345 -4.587 9.097
14 O 17.066 -4.716 9.169
15 C 18.945 -4.065 7.889
16 C 20.272 -4.201 7.621
17 C 21.142 -4.973 8.537
18 C 22.497 -5.347 8.323
19 C 23.253 -6.022 9.252
20 C 22.706 -6.220 10.513
21 C 21.394 -5.890 10.783
22 C 20.618 -5.279 9.804
23 H 14.099 -8.337 13.228
24 H 14.100 -8.858 15.002
25 H 14.701 -9.913 13.688
26 H 17.634 -7.587 15.833
27 H 17.856 -5.249 16.676
28 H 16.178 -3.472 15.811
29 H 14.921 -3.932 13.853
30 H 18.209 -3.688 7.149
31 H 20.721 -3.844 6.686
32 H 22.945 -5.080 7.372
33 H 24.254 -6.283 8.989
34 H 23.279 -6.717 11.303
35 H 21.050 -6.120 11.767
36 C 7.567 2.249 8.960
37 C 8.834 1.622 9.438
38 C 8.814 0.749 10.554
39 C 9.991 0.434 11.188
40 C 11.196 0.835 10.617
41 C 11.230 1.667 9.523
42 C 10.031 2.116 8.952
43 S 12.690 0.421 11.579
44 O 13.686 1.532 11.435
45 O 15.053 -6.190 12.562
46 N 13.276 -0.774 10.637
47 C 12.391 -1.887 10.177
48 C 12.517 -3.174 10.894
49 C 13.871 -3.865 10.686
50 O 14.874 -3.404 11.288
51 O 13.939 -4.907 9.976
52 H 7.422 3.152 9.497
53 H 6.692 1.560 9.252
54 H 7.438 2.422 7.889
55 H 7.910 0.353 10.992
56 H 9.931 -0.204 12.080
57 H 12.157 1.984 9.115
58 H 9.953 2.763 8.062
59 H 14.148 -1.117 11.049
60 H 12.630 -2.139 9.140
61 H 11.313 -1.620 10.215
62 H 11.806 -3.878 10.480
63 H 12.400 -3.085 11.958

Forces on the atoms, in the same order (eV/Å):
Pd 0.405 0.028 -1.060
C -1.389 -0.223 -0.269
O 0.112 1.683 0.475
C 1.340 -3.716 1.461
C -1.637 -0.780 -1.540
C 0.260 -0.187 1.334
C -0.296 0.274 0.311
C 0.186 1.269 -1.320
C 0.613 0.472 -0.028
N 0.679 -0.909 -0.093
N -1.197 0.413 2.349
C 0.204 0.042 -1.509
C -0.976 -0.277 -0.385
O 0.752 0.507 0.295
C -0.360 0.067 -0.914
C 0.504 -1.090 0.460
C 0.238 0.753 0.377
C -0.645 0.493 -0.958
C -0.654 0.856 -0.204
C -0.003 -0.829 0.624
C 1.566 -0.123 -0.325
C -0.378 -0.086 0.061
H 0.245 -0.058 0.616
H 0.810 0.277 -0.969
H 0.442 0.322 0.218
H 0.059 0.575 -0.141
H 0.007 0.450 -0.159
H 0.547 0.057 0.100
H -0.478 -0.161 0.389
H 0.793 0.003 0.544
H -0.355 -0.118 0.337
H -0.019 -0.099 -0.055
H 0.503 -0.228 0.103
H -0.089 0.219 -0.337
H -0.587 0.067 0.341
C -2.119 -2.371 0.052
C -0.294 0.106 0.739
C 0.129 0.694 -0.534
C 0.065 -0.680 -0.094
C 0.451 -0.040 0.971
C -0.734 0.269 -0.457
C 0.183 -0.745 -0.272
S -0.018 2.323 0.837
O -0.976 -0.971 0.034
O -0.765 -0.417 -0.348
N 0.078 -1.896 -1.370
C -0.342 0.892 -0.549
C 1.209 -1.540 0.184
C -0.913 -0.688 -0.615
O 0.322 0.858 0.484
O -0.056 0.624 0.564
H -0.232 1.035 0.366
H 1.107 1.056 -0.399
H 0.497 0.029 0.100
H -0.350 0.230 -0.264
H 0.376 0.343 -0.329
H 0.810 0.225 -0.132
H 0.527 -0.226 0.661
H -0.229 -0.050 -0.181
H -0.059 0.558 -0.154
H 0.860 0.331 -0.116
H -0.410 -0.030 0.084
H -0.318 0.134 0.607

***

Entry 3:
The following is a quantum chemistry calculation of 3 unconnected molecules or ions with the total composition C2H6N4O2, from the Open Molecules 2025 dataset.

Calculated total energy: -448.894518 Ha
Multiplicity: 1
Orbital gap: 6.94 eV
Molar mass: 118.1 g/mol
Strongest force on any atom: 0.153 hartree/bohr

Positions of all 14 atoms, in Å:
1 C -1.137 -0.451 0.002
2 C 1.098 -0.352 0.131
3 H -0.451 2.380 0.258
4 H 1.107 1.878 0.248
5 H -1.187 -1.542 -0.251
6 H -4.350 -0.238 0.768
7 H 0.861 -1.342 0.688
8 H 4.147 -0.745 -0.894
9 N 0.175 1.715 -0.142
10 N -0.017 0.349 0.117
11 N -2.321 0.125 -0.250
12 N 2.299 0.046 -0.472
13 O -3.349 -0.858 -0.271
14 O 3.124 -0.964 0.068

Forces on the atoms, in the same order (eV/Å):
C -4.898 1.943 -2.123
C 4.735 -1.276 -1.583
H -1.104 -0.345 0.571
H -0.236 0.165 -0.302
H 1.150 0.792 1.127
H 3.255 -2.156 -3.494
H 1.582 1.370 -1.283
H -3.893 -1.401 4.252
N 0.775 0.223 -1.037
N -1.379 0.031 0.176
N 2.019 -1.053 1.473
N -5.727 -2.175 4.085
O -2.224 2.693 3.161
O 5.944 1.188 -5.023

***

Entry 4:
The following is a quantum chemistry calculation of C22H28N4O4S in the gas phase, from the Open Molecules 2025 dataset.

Calculated total energy: -1773.344839 Ha
Multiplicity: 1
Structure (SMILES): Cc1ccc(C)c(S(=O)(=O)N2CCN(CC(=O)NC(=O)NCc3ccccc3)CC2)c1
Orbital gap: 9.09 eV
Molar mass: 444.6 g/mol
Strongest force on any atom: 0.023 hartree/bohr

Positions of all 59 atoms, in Å:
1 C -0.515 -4.236 -0.053
2 C -1.762 -3.422 0.072
3 C -1.796 -2.125 -0.425
4 C -2.936 -1.356 -0.308
5 C -4.091 -1.837 0.297
6 C -4.055 -3.142 0.777
7 C -2.914 -3.918 0.671
8 H -2.918 -4.925 1.064
9 H -4.936 -3.552 1.249
10 C -5.310 -0.986 0.439
11 H -5.130 -0.201 1.172
12 H -5.539 -0.500 -0.506
13 H -6.160 -1.582 0.760
14 S -2.871 0.320 -0.918
15 O -3.991 0.640 -1.752
16 O -1.564 0.543 -1.502
17 N -3.056 1.186 0.512
18 C -1.932 1.075 1.426
19 C -1.231 2.439 1.609
20 N -1.168 3.244 0.416
21 C -0.051 3.089 -0.508
22 C 1.068 2.209 0.028
23 O 2.024 2.654 0.635
24 N 0.890 0.891 -0.253
25 C 1.694 -0.206 0.117
26 O 1.343 -1.328 -0.191
27 N 2.788 0.097 0.826
28 H 2.996 1.081 0.976
29 C 3.774 -0.896 1.190
30 C 5.060 -0.696 0.431
31 C 6.263 -0.504 1.094
32 C 7.434 -0.310 0.380
33 C 7.409 -0.298 -1.004
34 C 6.210 -0.485 -1.672
35 C 5.043 -0.685 -0.959
36 H 4.107 -0.837 -1.477
37 H 6.187 -0.477 -2.752
38 H 8.321 -0.143 -1.560
39 H 8.366 -0.164 0.906
40 H 6.286 -0.510 2.174
41 H 3.956 -0.842 2.268
42 H 3.340 -1.872 0.950
43 H 0.058 0.638 -0.798
44 H 0.372 4.087 -0.690
45 H -0.384 2.666 -1.464
46 C -2.463 3.461 -0.217
47 C -3.550 2.537 0.348
48 H -4.389 2.484 -0.345
49 H -3.910 2.887 1.320
50 H -2.762 4.509 -0.076
51 H -2.385 3.272 -1.292
52 H -1.789 3.020 2.354
53 H -0.224 2.292 2.000
54 H -1.247 0.325 1.027
55 H -2.299 0.715 2.395
56 H -0.918 -1.708 -0.894
57 H -0.418 -4.931 0.778
58 H -0.540 -4.815 -0.976
59 H 0.351 -3.581 -0.086

Forces on the atoms, in the same order (eV/Å):
C 0.040 -0.030 -0.090
C -0.153 0.110 0.034
C 0.180 -0.052 -0.086
C 0.120 0.444 -0.182
C -0.219 -0.050 0.100
C -0.002 0.153 -0.073
C 0.111 0.111 -0.071
H 0.013 -0.106 0.052
H -0.104 -0.001 0.034
C -0.247 -0.052 0.051
H -0.076 0.054 0.047
H -0.170 0.002 0.055
H -0.043 -0.022 0.022
S -0.101 0.114 0.588
O -0.123 0.001 0.039
O -0.120 -0.223 0.051
N 0.042 -0.699 -0.984
C 0.350 -0.117 0.456
C -0.198 -0.079 0.109
N 0.021 -0.499 -0.172
C 0.085 0.505 -0.108
C -0.043 0.271 -0.153
O 0.086 0.238 0.135
N -0.173 -0.438 -0.285
C -0.035 0.464 0.232
O -0.140 -0.455 -0.256
N 0.283 0.246 0.207
H -0.160 -0.080 -0.086
C -0.084 -0.228 -0.009
C 0.042 -0.001 0.088
C -0.125 -0.061 -0.010
C 0.138 0.018 -0.032
C 0.119 0.017 0.024
C -0.065 -0.016 -0.075
C 0.025 -0.014 0.026
H -0.113 -0.011 -0.078
H -0.004 -0.005 -0.088
H 0.072 0.015 -0.042
H 0.075 0.019 0.037
H -0.016 0.010 0.115
H 0.000 -0.085 -0.112
H 0.080 0.126 0.147
H 0.336 0.032 0.221
H 0.136 -0.289 -0.114
H 0.017 0.091 0.102
C -0.135 0.362 0.105
C -0.133 0.339 -0.352
H -0.060 0.245 0.144
H -0.022 -0.086 -0.067
H -0.150 -0.080 -0.160
H 0.014 0.062 0.035
H 0.142 -0.133 0.096
H -0.094 0.006 0.146
H 0.090 0.051 0.235
H 0.116 -0.009 -0.058
H 0.145 0.003 -0.004
H 0.051 -0.062 0.047
H 0.062 -0.087 -0.049
H 0.115 -0.036 0.020

***

Entry 5:
The following is a quantum chemistry calculation of C20H22ClFN2O in the gas phase, from the Open Molecules 2025 dataset.

Calculated total energy: -1520.162269 Ha
Multiplicity: 1
Structure (SMILES): O=C(Cc1c(F)cccc1Cl)NC1CCN(Cc2ccccc2)CC1
Orbital gap: 9.58 eV
Molar mass: 360.9 g/mol
Strongest force on any atom: 0.012 hartree/bohr

Positions of all 47 atoms, in Å:
1 O -1.929 -0.946 2.615
2 C -1.136 -0.954 1.698
3 N -1.193 -0.118 0.650
4 H -0.465 -0.067 -0.050
5 C -2.170 0.944 0.535
6 C -1.543 2.295 0.896
7 C -0.342 2.585 -0.018
8 N -0.373 1.725 -1.190
9 C -1.690 1.749 -1.802
10 C -2.689 1.000 -0.905
11 H -3.657 1.500 -0.927
12 H -2.829 -0.021 -1.264
13 H -1.628 1.265 -2.778
14 H -2.025 2.789 -1.964
15 C 0.694 2.028 -2.130
16 C 0.859 0.893 -3.104
17 C 0.664 1.067 -4.466
18 C 0.800 -0.001 -5.338
19 C 1.126 -1.255 -4.854
20 C 1.322 -1.439 -3.495
21 C 1.192 -0.370 -2.628
22 H 1.356 -0.506 -1.569
23 H 1.581 -2.416 -3.114
24 H 1.228 -2.088 -5.534
25 H 0.647 0.149 -6.397
26 H 0.405 2.044 -4.849
27 H 0.512 2.974 -2.670
28 H 1.617 2.144 -1.553
29 H 0.593 2.385 0.512
30 H -0.343 3.652 -0.305
31 H -2.307 3.066 0.783
32 H -1.225 2.285 1.938
33 H -2.977 0.705 1.234
34 C 0.015 -1.972 1.619
35 C 0.712 -2.032 2.942
36 C 0.620 -3.140 3.777
37 C 1.213 -3.192 5.025
38 C 1.929 -2.097 5.472
39 C 2.051 -0.972 4.674
40 C 1.442 -0.952 3.431
41 Cl 1.598 0.460 2.453
42 H 2.607 -0.113 5.013
43 H 2.395 -2.117 6.444
44 H 1.104 -4.080 5.626
45 F -0.060 -4.221 3.347
46 H 0.716 -1.691 0.831
47 H -0.418 -2.946 1.387

Forces on the atoms, in the same order (eV/Å):
O -0.172 -0.074 0.422
C 0.336 -0.265 -0.421
N -0.041 0.054 -0.262
H 0.052 -0.168 0.168
C -0.290 0.094 0.104
C -0.021 -0.169 0.003
C 0.066 0.119 0.167
N 0.145 0.165 -0.144
C -0.227 -0.101 -0.114
C 0.037 0.052 0.037
H -0.052 0.001 -0.013
H -0.049 0.002 0.011
H -0.040 0.099 0.034
H 0.072 -0.005 -0.050
C -0.017 -0.064 0.061
C 0.054 0.105 -0.119
C 0.046 0.052 0.107
C -0.001 -0.070 -0.121
C -0.011 -0.027 -0.116
C 0.025 -0.076 0.077
C 0.009 0.037 -0.046
H 0.021 -0.032 0.148
H 0.028 -0.076 0.034
H 0.007 -0.066 -0.054
H -0.016 0.004 -0.087
H -0.035 0.102 -0.013
H 0.041 -0.045 0.055
H -0.052 0.077 -0.036
H -0.027 0.077 -0.032
H 0.046 -0.067 -0.009
H -0.031 0.053 0.028
H -0.041 0.041 0.026
H 0.130 0.049 -0.146
C -0.269 0.070 0.189
C -0.003 -0.131 0.090
C 0.214 0.224 0.019
C -0.116 -0.102 -0.105
C -0.057 0.008 -0.121
C 0.032 0.092 -0.006
C 0.012 -0.454 0.317
Cl 0.128 0.346 -0.157
H 0.034 0.078 -0.004
H 0.046 -0.010 0.091
H -0.024 -0.102 0.041
F -0.011 0.080 0.014
H -0.004 -0.063 -0.024
H 0.030 0.087 -0.046

***

Look up the strongest force on any atom of the fifth one.
0.012 hartree/bohr

***

The highest multiplicity belongs to which entry?
C27H25N3O6PdS